(1)
{
  "formula": "C21H47O2P3Ti",
  "method": "the ωB97M-V functional and the def2-TZVPD basis",
  "energy_ev": -77587.984,
  "e_homo_ha": [-0.602, -0.592],
  "de_lowest_kj_mol": 137.3,
  "max_force_ev_per_a": 5.1,
  "spin_multiplicity": 2,
  "charge": 3,
  "elements": ["Ti", "P", "P", "P", "H", "C", "C", "H", "C", "C", "C", "C", "C", "C", "C", "C", "C", "H", "H", "H", "H", "H", "H", "H", "H", "H", "H", "H", "H", "H", "H", "H", "H", "H", "H", "H", "H", "H", "H", "H", "H", "H", "H", "H", "H", "H", "C", "C", "C", "C", "C", "C", "O", "H", "H", "H", "H", "H", "H", "C", "C", "O", "C", "C", "H", "H", "H", "H", "H", "H", "H", "H", "H", "H"],
  "coordinates": [[-0.9294, 1.1459, -1.4895], [1.4031, -0.8414, 0.9151], [1.0370, 2.6045, -0.8874], [-1.6085, -2.0403, -0.7931], [-0.2999, 2.5961, -3.8468], [-1.1399, 1.9993, -3.4926], [-2.0752, 2.4105, -2.5134], [-2.0916, 3.4572, -2.1820], [2.8154, -1.5757, 0.1146], [1.9328, 0.4681, 2.0044], [0.7043, -2.0412, 2.0442], [0.7149, 4.1287, -1.8551], [1.2050, 3.5072, 0.7151], [2.7719, 2.3260, -1.4147], [-3.1187, -2.2064, -1.8201], [-2.1192, -3.0449, 0.6559], [-0.5483, -3.2658, -1.6719], [-1.5664, 1.4528, -4.3353], [-2.9418, 1.7266, -2.3862], [3.4262, -1.9849, 0.9295], [3.3573, -0.8061, -0.4481], [2.4671, -2.3712, -0.5558], [2.4562, 0.0030, 2.8488], [1.0884, 1.0320, 2.4094], [2.6182, 1.1481, 1.4977], [1.4446, -2.1734, 2.8398], [0.5732, -3.0062, 1.5509], [-0.2376, -1.7136, 2.5020], [1.5250, 4.8538, -1.6769], [-0.2210, 4.5877, -1.5244], [0.6120, 3.8531, -2.9058], [2.0025, 4.2447, 0.5794], [1.4512, 2.8972, 1.5822], [0.2599, 4.0143, 0.9251], [3.3248, 3.2695, -1.2981], [2.7848, 2.0478, -2.4770], [3.2827, 1.5343, -0.8529], [-3.7270, -3.0239, -1.4170], [-2.8751, -2.3827, -2.8745], [-3.6612, -1.2568, -1.7402], [-2.9339, -3.7136, 0.3622], [-2.4940, -2.3710, 1.4332], [-1.2781, -3.6164, 1.0636], [-1.1359, -4.1727, -1.8796], [0.3252, -3.5162, -1.0553], [-0.2003, -2.8555, -2.6293], [-0.3258, -0.7484, -3.9067], [0.8700, -1.1440, -4.5443], [0.8402, -1.5823, -5.8671], [-0.3378, -1.4794, -6.6174], [-1.5327, -1.1492, -5.9763], [-1.5563, -0.8304, -4.6128], [-0.2504, -0.2829, -2.6423], [0.5746, -0.4467, -0.1867], [1.7840, -1.0833, -3.9543], [1.7604, -1.9580, -6.3145], [-0.3688, -1.7055, -7.6818], [-2.4718, -1.1355, -6.5314], [-2.4867, -0.4979, -4.1387], [-3.8906, 2.5411, 0.7654], [-2.4021, 2.6559, 0.5311], [-1.7624, 1.3421, 0.4472], [-2.1165, 0.5273, 1.6902], [-1.7682, 1.1934, 3.0007], [-4.3481, 1.6158, 0.3957], [-4.3664, 3.3756, 0.2498], [-4.0979, 2.6755, 1.8269], [-2.2057, 3.1841, -0.4082], [-1.8748, 3.1993, 1.3207], [-3.1919, 0.3278, 1.6336], [-1.5796, -0.4174, 1.5638], [-2.1960, 2.1949, 3.0758], [-2.2511, 0.6142, 3.7970], [-0.6925, 1.2248, 3.2243]],
  "forces_ev_per_a": [[1.519, -4.764, 0.939], [0.359, -0.358, 0.061], [1.403, 2.110, 0.275], [-0.149, -0.687, -0.429], [-0.246, 0.096, 0.471], [-1.693, 1.644, -1.091], [0.347, 0.650, -1.970], [-0.211, -0.591, 0.099], [-0.020, 0.018, 0.155], [0.131, 0.503, -0.019], [-0.406, -0.324, -0.144], [-0.387, -0.103, -0.224], [-0.230, -0.527, 0.287], [-0.009, -0.576, -0.178], [-0.141, 0.596, 0.039], [-0.058, 0.280, 0.296], [0.237, 0.271, -0.015], [0.642, -0.992, 0.577], [-0.286, 0.791, -0.270], [0.170, -0.027, -0.399], [0.019, -0.315, 0.114], [0.227, 0.124, 0.134], [-0.017, 0.011, -0.208], [0.132, -0.180, -0.120], [0.015, -0.051, 0.103], [0.000, 0.067, -0.087], [-0.040, 0.132, 0.084], [0.283, -0.114, -0.156], [-0.234, -0.365, -0.232], [0.094, 0.015, -0.039], [0.322, 0.542, 0.134], [-0.190, -0.052, -0.030], [-0.038, 0.111, -0.195], [0.165, 0.077, -0.058], [-0.222, -0.264, 0.058], [0.000, 0.043, 0.222], [-0.126, 0.222, -0.091], [0.014, 0.241, -0.324], [-0.044, -0.021, 0.318], [-0.324, -0.324, -0.153], [0.275, -0.052, 0.185], [-0.074, -0.302, 0.051], [-0.389, 0.017, -0.138], [0.223, 0.213, 0.196], [-0.159, -0.134, -0.192], [-0.085, -0.199, 0.319], [0.004, -0.683, -1.320], [-0.643, -0.004, 0.280], [0.176, 0.386, 0.035], [-0.167, -0.412, 0.341], [-0.185, 0.104, 0.495], [0.669, 0.346, -0.113], [-0.945, 2.551, 0.766], [0.130, -0.120, 0.944], [-0.069, -0.191, -0.287], [-0.258, 0.242, -0.017], [0.194, -0.049, 0.280], [0.308, 0.007, 0.101], [0.288, -0.333, -0.139], [-0.186, 0.634, 0.133], [0.140, 0.294, 0.169], [-0.155, -0.248, 0.565], [0.254, -0.166, -0.513], [0.015, 0.145, 0.036], [0.226, 0.211, 0.011], [-0.164, -0.035, 0.060], [-0.278, -0.249, -0.060], [0.113, -0.312, 0.504], [-0.296, 0.053, -0.109], [0.320, 0.057, -0.129], [-0.164, 0.333, -0.226], [0.154, -0.093, 0.111], [0.116, -0.009, -0.139], [-0.398, 0.088, -0.133]]
}

(2)
{
  "formula": "C21H48BrN2O7PS3Si2",
  "method": "the ωB97M-V functional and the def2-TZVPD basis",
  "energy_ev": -167460.999,
  "e_homo_ha": -0.297,
  "max_force_ev_per_a": 2.8,
  "charge": 0,
  "elements": ["C", "C", "C", "C", "Si", "C", "C", "C", "O", "C", "C", "C", "S", "C", "S", "N", "C", "C", "C", "C", "O", "Si", "C", "C", "C", "C", "N", "P", "O", "Br", "H", "H", "H", "H", "H", "H", "H", "H", "H", "H", "H", "H", "H", "H", "H", "H", "H", "H", "H", "H", "H", "H", "H", "H", "H", "H", "H", "H", "H", "H", "H", "H", "H", "H", "H", "H", "H", "H", "H", "H", "H", "H", "H", "H", "C", "C", "O", "S", "O", "O", "O", "H", "H", "H", "H"],
  "coordinates": [[-1.8173, 4.3009, -2.8689], [-1.1800, 3.7500, -1.5155], [-1.0097, 2.1893, -1.6926], [-0.2171, 1.8126, -3.0275], [-0.4295, 1.2353, -0.1567], [-0.9705, -0.5919, -0.4683], [-2.4841, -0.7188, -0.8784], [-2.5350, -1.2817, -2.3562], [-3.5274, -0.5299, -3.0817], [-1.3412, 1.7449, 1.4588], [-0.3351, 1.5841, 2.6677], [-0.1739, 0.1003, 3.1541], [1.5177, -0.6236, 2.8470], [1.0708, -2.4091, 2.7249], [-0.0005, -2.9558, 3.8957], [1.6350, -3.2568, 1.7181], [1.4427, -2.7022, 0.3654], [2.7307, -2.8234, -0.5481], [1.0602, -4.6137, 1.8395], [1.6203, -5.5925, 0.7159], [1.2496, 1.1832, 0.1612], [2.1792, 2.5554, -0.2523], [4.0248, 2.0208, -0.3669], [4.2722, 0.4785, -0.2029], [5.6816, 0.2503, 0.5194], [6.7109, -0.5832, -0.3454], [6.7626, -2.0228, -0.0207], [2.2044, 4.2512, 1.1741], [2.8446, 3.5464, 2.6051], [0.1395, 4.9979, 1.6902], [-2.1831, 5.3430, -2.7248], [-0.9783, 4.3660, -3.5957], [-2.5997, 3.6245, -3.2672], [-1.9323, 3.9439, -0.7251], [-0.2255, 4.2965, -1.3973], [-2.0526, 1.8219, -1.8949], [0.2950, 0.8388, -2.8730], [0.5023, 2.6287, -3.2697], [-0.9289, 1.7380, -3.8763], [-0.2617, -1.0176, -1.2225], [-0.7474, -1.1412, 0.4826], [-3.0673, 0.2203, -0.7879], [-2.9454, -1.5003, -0.2293], [-2.7448, -2.3749, -2.3315], [-1.5600, -1.1401, -2.8794], [-3.2891, -0.5799, -4.0104], [-2.1599, 1.0053, 1.6560], [-1.8203, 2.7418, 1.3974], [0.6514, 2.0534, 2.4781], [-0.7790, 2.1475, 3.5269], [-0.8741, -0.5958, 2.6467], [-0.3291, 0.0329, 4.2539], [1.1582, -1.6308, 0.3520], [0.6082, -3.2468, -0.1466], [2.7925, -1.9783, -1.2604], [3.6507, -2.9914, 0.0415], [2.5975, -3.7409, -1.1772], [-0.0497, -4.6154, 1.6974], [1.3361, -5.0942, 2.8028], [1.3836, -6.6269, 1.0382], [1.0876, -5.3357, -0.2304], [2.7086, -5.4219, 0.5842], [1.8174, 3.1242, -1.5661], [4.5555, 2.5165, 0.4886], [4.4905, 2.4273, -1.2896], [4.3672, 0.0568, -1.2304], [3.5255, -0.0503, 0.4187], [6.1296, 1.2011, 0.8765], [5.4921, -0.3639, 1.4392], [7.7186, -0.1509, -0.1229], [6.4394, -0.4101, -1.4134], [6.3334, -2.5199, -0.7961], [6.2045, -2.2453, 0.7984], [2.3342, 3.8618, 3.3607], [-7.8961, 0.1794, -0.3696], [-6.3941, 0.0235, -0.5218], [-5.8701, 0.2297, 0.7934], [-6.9382, -0.3072, 1.8825], [-6.5586, -1.6255, 2.2779], [-7.1842, 0.7359, 2.8238], [-8.2085, -0.4244, 0.8885], [-8.1823, 1.2331, -0.3236], [-8.4454, -0.3102, -1.1713], [-5.9687, 0.7413, -1.2199], [-6.1302, -0.9892, -0.8367]],
  "forces_ev_per_a": [[1.092, 0.314, 0.646], [-1.242, -0.525, -1.879], [0.149, 0.683, -0.660], [-0.386, 0.428, 0.802], [-0.727, -1.305, 0.437], [0.474, 0.529, 0.596], [0.909, -1.479, -0.576], [0.071, 0.834, 0.472], [0.126, -0.474, 0.166], [0.551, -0.708, 0.081], [-0.640, 0.346, 0.620], [0.065, -0.055, 0.300], [-0.383, -1.035, -0.923], [-0.474, -0.217, 0.959], [0.907, 0.359, -0.923], [-2.068, 1.380, 1.365], [1.029, 0.402, -1.691], [-1.014, -1.163, -0.309], [0.753, -1.936, -1.178], [-0.485, 1.252, 0.471], [-0.542, 1.858, -1.279], [0.370, -2.441, -0.063], [-0.268, 0.143, 1.042], [1.596, 0.500, 0.191], [-0.371, -1.123, -0.127], [0.019, 1.252, 0.940], [-0.517, 0.155, -0.774], [1.183, 0.986, 1.174], [-1.082, 0.327, -1.240], [0.261, -0.436, 0.030], [0.000, -0.794, -0.157], [-0.742, -0.079, 0.143], [0.316, 0.514, 0.289], [0.855, 0.020, -0.053], [-0.540, -0.376, 0.449], [0.732, 0.134, 0.535], [-0.104, 0.618, -0.418], [-0.281, -0.843, 0.143], [0.504, -0.070, 0.471], [-0.761, 0.120, 0.404], [-0.379, 0.414, -0.762], [0.383, -0.539, -0.157], [0.102, 0.806, -0.316], [-0.082, 0.641, -0.140], [-0.520, -0.073, 0.532], [-0.168, 0.000, -0.107], [0.467, 0.588, -0.362], [0.492, -0.460, 0.222], [-0.558, -0.352, -0.010], [0.425, -0.408, -0.564], [0.316, 0.561, 0.434], [-0.038, -0.011, -0.894], [0.344, -0.817, 0.657], [0.502, 0.428, 0.541], [0.194, -0.299, 0.627], [-0.446, 0.517, -0.261], [0.324, 0.685, 0.418], [0.766, 0.253, 0.509], [-0.375, 0.832, -0.477], [0.266, 0.598, -0.412], [0.568, -0.564, 0.517], [-0.623, -0.425, 0.069], [-0.258, 0.149, 0.154], [-0.447, -0.218, -0.683], [-0.315, -0.316, 0.489], [-0.474, -0.063, 0.803], [0.003, 0.485, -0.727], [-0.283, -0.499, -0.430], [0.177, 0.610, -0.556], [-0.665, -0.302, -0.511], [0.549, -0.270, 0.642], [0.119, -0.201, 0.245], [0.103, 0.170, -0.055], [0.097, -0.006, 0.142], [0.049, 0.507, -0.201], [-0.071, -0.484, -0.345], [-0.550, 0.180, 0.405], [0.039, -0.049, -0.126], [-0.305, 0.697, 0.018], [0.266, -0.607, -0.320], [0.602, -0.195, 0.220], [0.018, -0.022, -0.037], [-0.050, -0.141, 0.198], [0.120, 0.053, 0.212], [-0.020, 0.054, -0.076]]
}

(3)
{
  "formula": "C21H48CdN3O5",
  "method": "the ωB97M-V functional and the def2-TZVPD basis",
  "energy_ev": -41817.181,
  "e_homo_ha": [-0.072, -0.220],
  "max_force_ev_per_a": 4.4,
  "spin_multiplicity": 2,
  "charge": 0,
  "elements": ["Cd", "C", "C", "C", "C", "C", "C", "N", "O", "C", "C", "C", "H", "H", "H", "H", "H", "H", "H", "H", "H", "H", "H", "H", "H", "H", "H", "H", "H", "H", "C", "O", "C", "C", "N", "C", "C", "O", "C", "H", "H", "H", "H", "H", "H", "H", "H", "H", "H", "H", "H", "H", "H", "H", "C", "O", "C", "C", "N", "C", "C", "O", "C", "H", "H", "H", "H", "H", "H", "H", "H", "H", "H", "H", "H", "H", "H", "H"],
  "coordinates": [[-23.2837, 32.6559, -9.9489], [-24.8301, 29.1371, -13.2455], [-23.4250, 29.1075, -12.5746], [-22.6053, 27.9870, -13.3029], [-22.0320, 28.3671, -14.7140], [-21.3543, 29.7518, -14.6860], [-22.1864, 30.9510, -13.9847], [-22.7545, 30.4320, -12.7070], [-23.1663, 31.4069, -11.7044], [-23.2234, 31.3871, -14.9562], [-21.1234, 32.0596, -13.8136], [-23.5834, 28.6379, -11.0532], [-25.5164, 29.8993, -12.8764], [-25.3590, 28.2088, -13.0295], [-24.9050, 29.1687, -14.3324], [-23.2505, 27.1384, -13.5303], [-21.8564, 27.6268, -12.5976], [-22.7777, 28.3267, -15.5079], [-21.3187, 27.5905, -14.9901], [-21.2389, 29.9858, -15.7444], [-20.3691, 29.5841, -14.2508], [-23.8331, 32.1112, -14.4158], [-23.8653, 30.6164, -15.3829], [-22.8521, 31.8861, -15.8513], [-21.5092, 32.8839, -13.2139], [-20.7330, 32.5352, -14.7133], [-20.2426, 31.6975, -13.2833], [-22.6363, 28.7719, -10.5304], [-24.0040, 27.6424, -10.9114], [-24.2769, 29.3127, -10.5514], [-25.9314, 30.8705, -9.1888], [-25.2583, 32.0618, -9.5771], [-26.1380, 33.0085, -10.1977], [-25.4984, 34.3918, -10.1916], [-24.1267, 34.3284, -10.8124], [-24.2057, 34.4025, -12.2887], [-24.6121, 35.7780, -12.8922], [-23.4963, 36.6492, -12.8369], [-23.7190, 37.7770, -13.5856], [-26.8388, 31.0311, -8.6068], [-25.2129, 30.3007, -8.5996], [-26.3771, 30.2706, -9.9823], [-27.0794, 33.0558, -9.6504], [-26.3507, 32.5778, -11.1761], [-25.4009, 34.8038, -9.1872], [-26.1868, 35.0863, -10.6731], [-23.7712, 35.2457, -10.5841], [-24.9812, 33.7161, -12.6286], [-23.3040, 34.0014, -12.7514], [-25.4562, 36.1731, -12.3268], [-25.0039, 35.6011, -13.8938], [-24.6612, 38.3014, -13.4266], [-23.5942, 37.5373, -14.6416], [-23.0607, 38.6196, -13.3742], [-22.5668, 34.7994, -7.8592], [-23.4661, 33.6999, -8.0870], [-23.4292, 32.7398, -7.0678], [-22.3101, 31.7929, -7.3702], [-22.4351, 31.1846, -8.6977], [-21.0648, 31.0517, -9.2648], [-20.4006, 32.4026, -9.7190], [-21.3616, 33.3174, -10.2745], [-20.7355, 34.4419, -10.7956], [-21.4958, 34.6276, -7.7516], [-22.8106, 35.3296, -6.9386], [-22.6353, 35.4992, -8.6921], [-24.3339, 32.1382, -7.1554], [-23.3612, 33.1143, -6.0464], [-22.3469, 31.0254, -6.5971], [-21.3333, 32.2360, -7.1765], [-22.6141, 30.1988, -8.5710], [-21.0933, 30.4145, -10.1487], [-20.4081, 30.5075, -8.5860], [-19.6426, 32.1048, -10.4434], [-19.8873, 32.9352, -8.9184], [-20.3929, 35.0878, -9.9872], [-21.3897, 35.1907, -11.2421], [-20.0340, 34.1735, -11.5856]],
  "forces_ev_per_a": [[-0.014, -1.929, -2.518], [-0.887, -0.711, 0.516], [-0.456, 0.075, -0.929], [-0.296, 0.579, -0.879], [-0.112, 0.514, 1.534], [-0.954, -0.426, 0.069], [1.699, -2.573, -0.298], [1.548, -0.043, 1.762], [-0.232, -1.128, -2.223], [-1.265, 1.036, -0.750], [-0.250, 0.320, 1.165], [-0.172, 1.642, -0.974], [0.374, 0.425, 0.215], [-0.005, -0.359, 0.285], [0.721, 0.252, -0.027], [-0.310, -0.113, 0.521], [0.429, 0.123, -0.275], [-0.438, 0.073, 0.269], [0.240, 0.083, -0.029], [0.368, 0.561, 0.005], [0.027, 0.518, 0.255], [-0.435, 0.074, -0.157], [0.010, -0.241, 0.510], [0.496, 0.227, 0.116], [-0.205, -0.006, 0.141], [-0.406, -0.469, -0.462], [-0.063, -0.258, 0.178], [0.196, -0.345, -0.132], [0.343, -0.177, -0.469], [-0.011, 0.138, -0.140], [-0.242, -0.331, 0.329], [-3.165, -0.643, 0.782], [-0.037, -0.101, 0.146], [0.042, -0.613, -0.405], [-2.705, 3.045, -1.582], [-0.941, 0.036, -1.129], [0.747, -1.208, 1.075], [-0.396, -0.807, 0.777], [0.092, 1.840, -1.122], [0.228, 0.753, 0.652], [-0.196, -0.158, -0.173], [0.827, 0.024, -0.767], [-0.081, -0.001, 0.188], [-0.036, 0.461, -0.371], [0.161, -0.373, 0.162], [0.112, -0.009, -0.434], [0.873, 0.433, 0.610], [-0.032, -0.257, 0.163], [0.161, 0.272, 0.210], [-0.073, 0.349, 0.176], [0.385, 0.110, -0.403], [-0.723, -0.631, 0.073], [-0.235, 0.120, -0.295], [0.811, -0.564, 0.347], [-0.100, 0.990, 0.428], [0.399, 2.036, 2.031], [-0.082, -1.080, -0.124], [0.401, -0.753, 1.869], [2.773, -1.460, 1.288], [0.595, 0.790, -1.270], [-0.277, -0.725, 0.571], [2.429, -0.671, -0.123], [0.196, 1.840, -0.382], [0.261, -1.086, -0.161], [-0.480, 0.006, -0.032], [-0.379, 0.121, -0.145], [-0.397, 0.310, 0.086], [0.016, 0.430, -0.151], [-0.081, -0.328, 0.094], [0.044, 0.321, -0.539], [-1.062, -0.043, -0.056], [-0.543, 0.158, -0.191], [0.219, 0.384, 0.370], [-0.038, 0.269, -0.327], [-0.010, -0.068, 0.286], [1.127, -0.393, 0.194], [-0.982, -0.676, -0.352], [0.457, 0.017, 0.346]]
}